# 1
Molecular formula: CoF2
Method: DFT, ωB97M-V/def2-TZVPD

The value obtained for the HOMO energy (spin up / spin down) is -11.12 / -10.91 eV. Its expectation value of S² is 3.76. As for the spin multiplicity: 4. The gap between HOMO and LUMO (spin up / spin down) is 8.14 / 8.05 eV. As for the LUMO energy (spin up / spin down): -2.98 / -2.87 eV. For the max |F|, the calculation gives 5.85 eV/Å.

Last column: Löwdin spin population.
CARTESIAN COORDINATES (ANGSTROEM)
1 Co -15.47 -17.30 -11.28  2.740
2 F -16.19 -15.71 -12.15  0.135
3 F -14.07 -17.34 -13.05  0.125



# 2
Molecular formula: C15H14BrN4O2RhS
Method: DFT, ωB97M-V/def2-TZVPD

The value obtained for the HOMO energy is -13.92 eV. As for the relative energy (zero: lowest compared OMol25 entry of this formula, charge and spin): 0.00 kJ/mol. The gap between HOMO and LUMO is 5.61 eV. As for the LUMO energy: -8.31 eV. For the max |F|, the calculation gives 0.24 eV/Å. As for the net charge: +2.

Last column: Löwdin charge in e.
CARTESIAN COORDINATES (ANGSTROEM)
1 Rh 0.01 -0.85 -1.25  1.059
2 C -2.58 2.34 -2.43  0.030
3 C -1.47 1.44 -2.03  -0.179
4 N -1.57 0.16 -1.89  -0.073
5 N -2.74 -0.54 -2.08  0.051
6 C -2.71 -1.89 -1.93  -0.716
7 N -3.83 -2.55 -2.14  0.168
8 S -1.28 -2.73 -1.50  0.817
9 C -0.12 1.97 -1.71  -0.182
10 C 0.20 3.30 -1.81  0.042
11 C 1.50 3.71 -1.50  0.017
12 C 2.43 2.77 -1.11  0.017
13 C 2.03 1.44 -1.02  -0.043
14 N 0.80 1.05 -1.31  -0.016
15 H -3.42 1.82 -2.87  0.087
16 H -2.23 3.06 -3.17  0.109
17 H -2.93 2.90 -1.56  0.128
18 H -3.60 -0.03 -2.20  0.163
19 H -4.67 -2.13 -2.49  0.145
20 H -3.84 -3.55 -2.00  0.135
21 H -0.53 4.03 -2.12  0.129
22 H 1.77 4.75 -1.58  0.137
23 H 3.44 3.04 -0.87  0.134
24 H 2.72 0.66 -0.70  0.135
25 Br 0.15 -0.69 6.10  0.819
26 C 1.11 -1.35 4.62  -0.669
27 C 2.27 -2.09 4.82  -0.071
28 C 2.98 -2.58 3.73  -0.028
29 C 2.54 -2.34 2.44  0.012
30 C 1.38 -1.59 2.26  -0.149
31 C 0.65 -1.10 3.34  -0.048
32 C 0.91 -1.34 0.92  -0.500
33 O -0.21 -0.70 0.67  -0.076
34 O 1.51 -1.69 -0.15  -0.072
35 H 2.61 -2.28 5.82  0.119
36 H 3.88 -3.16 3.90  0.124
37 H 3.08 -2.72 1.59  0.129
38 H -0.26 -0.53 3.19  0.118



# 3
Molecular formula: BrCu
Method: DFT, ωB97M-V/def2-TZVPD

The value obtained for the HOMO energy (spin up / spin down) is -7.48 / -10.02 eV. As for the relative energy (zero: lowest compared OMol25 entry of this formula, charge and spin): 0.39 kJ/mol. Its expectation value of S² is 2.01. As for the spin multiplicity: 3. The gap between HOMO and LUMO (spin up / spin down) is 8.10 / 5.83 eV. As for the LUMO energy (spin up / spin down): 0.62 / -4.19 eV. For the max |F|, the calculation gives 1.19 eV/Å.

Last column: Löwdin spin population.
CARTESIAN COORDINATES (ANGSTROEM)
1 Cu -21.62 15.40 -2.91  1.187
2 Br -19.73 13.71 -2.09  0.813



| no. | electronic energy (hartree) |
| --- | --- |
| 1 | -1582.386509 |
| 2 | -4031.736889 |
| 3 | -4214.373729 |